[1]
Molecular formula: C4H6N2O
Method: DFT, ωB97M-V/def2-TZVPD

Last column: Löwdin charge in e.
Geometry (Å):
C  -2.40  -0.41  0.12  -0.0709
C  -1.37  0.71  0.15  -0.1408
N  -0.11  0.66  -0.13  -0.0415
N  0.41  -0.51  -0.20  -0.0040
C  1.71  -0.55  -0.08  -0.0866
C  2.74  0.42  -0.07  -0.2638
O  3.80  -0.03  0.23  0.0469
H  -2.86  -0.48  -0.81  0.0576
H  -1.77  -1.23  0.08  0.0205
H  -3.11  -0.33  0.98  0.0953
H  -1.92  1.73  -0.03  0.1320
H  2.04  -1.54  0.00  0.1041
H  2.86  1.56  -0.23  0.1512

Output
- SMILES = C/C=N\N=C/C=O
- Kohn-Sham gap (eV) = 8.3



[2]
Molecular formula: C8H14Si
Method: DFT, ωB97M-V/def2-TZVPD

Last column: Löwdin charge in e.
Geometry (Å):
C  -2.95  -0.35  -0.91  -0.2229
C  -2.50  0.98  -0.65  -0.1754
C  -2.23  -1.34  -0.42  0.0975
C  -1.56  1.29  0.22  -0.1523
C  -0.67  0.18  0.59  -0.3240
C  -0.33  -0.05  2.09  -0.0789
C  1.83  -1.52  -0.17  -0.1863
C  1.65  1.52  -0.86  -0.1748
Si  0.64  -0.20  -0.68  0.6106
H  -3.74  -0.49  -1.66  0.1108
H  -3.30  1.65  -1.02  0.1108
H  -2.05  -2.26  -0.85  0.0230
H  -1.35  2.37  0.42  0.1362
H  0.60  0.27  2.43  0.0462
H  -0.52  -1.14  2.31  0.1021
H  -1.04  0.56  2.57  0.0482
H  1.70  -1.85  0.80  -0.0017
H  1.33  -2.28  -0.75  0.0125
H  2.87  -1.45  -0.31  0.0201
H  1.37  1.97  0.08  0.0032
H  2.68  1.44  -0.96  -0.0152
H  1.32  2.22  -1.59  0.0030
H  0.06  -0.57  -2.02  0.0073

Output
- Kohn-Sham gap (spin up / spin down) (eV) = 8.9 / 8.9



[3]
Molecular formula: C20H27AsF6N5O2S2SbZn
Method: DFT, ωB97M-V/def2-TZVPD

Last column: Mulliken spin population.
Geometry (Å):
Zn  -0.49  0.53  -0.53  0.0239
O  -1.59  3.66  1.66  0.0170
C  -1.44  2.77  0.85  0.0038
O  -0.61  1.79  0.97  0.0887
C  -2.20  2.80  -0.46  0.0320
C  -3.14  3.79  -0.70  -0.0004
C  -3.76  3.83  -1.94  -0.0004
C  -3.43  2.86  -2.87  0.0012
C  -2.47  1.91  -2.55  -0.0012
N  -1.86  1.89  -1.37  -0.0018
H  -3.35  4.50  0.09  -0.0001
H  -4.50  4.58  -2.17  0.0000
H  -3.90  2.82  -3.84  -0.0001
H  -2.18  1.13  -3.25  0.0000
F  0.11  -0.77  1.16  -0.0024
Sb  -1.59  -1.42  1.84  -0.0025
F  -0.54  -2.44  3.03  -0.0001
F  -1.68  -0.05  3.13  0.0008
F  -3.29  -2.04  2.34  0.0000
F  -2.45  -0.31  0.50  0.0015
F  -1.41  -2.85  0.56  0.0000
S  1.14  3.08  2.12  0.8875
C  1.81  1.82  3.05  -0.0946
N  3.12  1.87  3.30  0.0337
C  3.79  0.90  4.14  0.0028
C  3.09  -0.44  3.95  0.0009
C  1.61  -0.28  4.27  -0.0004
N  1.07  0.85  3.53  0.0024
H  3.64  2.66  2.94  0.0017
H  3.73  1.22  5.19  0.0009
H  4.84  0.84  3.85  -0.0015
H  3.54  -1.19  4.61  0.0002
H  3.21  -0.76  2.92  0.0000
H  1.45  -0.12  5.34  0.0004
H  1.06  -1.18  3.97  0.0002
H  0.08  0.87  3.34  0.0038
C  -4.03  -2.41  -0.72  0.0000
As  -2.53  -2.39  -1.98  0.0000
C  -1.93  -4.21  -2.23  0.0000
C  -3.49  -1.97  -3.63  0.0000
S  -0.74  -1.22  -2.13  -0.0004
H  -4.78  -3.03  -1.22  0.0000
H  -4.43  -1.41  -0.57  0.0000
H  -3.77  -2.86  0.23  0.0000
H  -2.78  -4.88  -2.35  0.0000
H  -1.32  -4.54  -1.38  0.0000
H  -1.31  -4.24  -3.13  0.0000
H  -4.19  -2.77  -3.87  0.0000
H  -2.78  -1.87  -4.46  0.0000
H  -4.05  -1.04  -3.51  0.0000
N  3.04  1.75  -2.32  0.0001
C  1.80  1.88  -1.83  -0.0011
N  1.44  0.87  -1.07  0.0050
C  2.52  0.01  -1.06  -0.0027
C  2.71  -1.22  -0.44  0.0004
C  3.92  -1.86  -0.64  -0.0003
C  4.92  -1.30  -1.45  0.0001
C  4.75  -0.08  -2.07  -0.0001
C  3.54  0.56  -1.86  0.0012
H  3.52  2.39  -2.94  0.0000
H  1.17  2.73  -2.03  -0.0003
H  1.94  -1.68  0.16  0.0004
H  4.10  -2.82  -0.18  0.0000
H  5.84  -1.84  -1.59  0.0000
H  5.51  0.34  -2.70  0.0000

Output
- charge = +1
- spin multiplicity = 2
- Kohn-Sham gap (spin up / spin down) (eV) = 9.1 / 7.0



[4]
Molecular formula: C3H6ClNO2
Method: DFT, ωB97M-V/def2-TZVPD

Last column: Löwdin charge in e.
Geometry (Å):
C  -0.10  -1.71  -0.90  -0.1346
C  0.25  0.40  0.31  -0.5648
C  0.93  1.68  0.00  -0.5627
H  0.45  -1.68  -2.17  0.1703
H  -1.57  -1.39  -0.52  0.2123
H  0.06  -2.82  -0.11  0.1518
H  0.36  2.43  0.63  0.0971
H  2.07  1.81  0.44  0.1308
H  -2.16  -0.22  1.89  0.1526
N  -0.61  0.66  1.18  0.0735
O  0.58  -0.70  -0.25  -0.1459
O  -1.44  -0.52  1.21  -0.1513
Cl  1.16  2.07  -1.70  0.5708

Output
- Kohn-Sham gap (eV) = 9.8



[5]
Molecular formula: C18H23N8PPtS3Te
Method: DFT, ωB97M-V/def2-TZVPD

Last column: Löwdin charge in e.
Geometry (Å):
Pt  0.83  -0.32  1.04  0.2510
C  5.25  -1.61  -1.49  -0.2105
N  5.39  -1.23  -0.09  -0.1568
C  5.76  0.19  -0.03  -0.2158
N  4.85  1.08  -0.73  -0.1534
C  4.74  0.62  -2.12  -0.2163
N  4.33  -0.77  -2.26  -0.1581
C  2.94  -0.98  -1.84  -0.3227
P  2.68  -0.62  -0.04  0.4860
C  4.15  -1.50  0.66  -0.3244
C  3.52  1.06  -0.10  -0.3148
H  4.91  -2.64  -1.54  0.1237
H  6.24  -1.53  -1.96  0.1136
H  6.75  0.30  -0.47  0.1141
H  5.81  0.49  1.02  0.1219
H  5.73  0.73  -2.58  0.1141
H  4.03  1.26  -2.64  0.1209
H  2.65  -2.01  -2.02  0.0527
H  2.28  -0.33  -2.42  0.0892
H  3.94  -2.57  0.65  0.0451
H  4.27  -1.19  1.70  0.0924
H  3.60  1.44  0.92  0.0814
H  2.86  1.75  -0.63  0.0800
N  0.74  1.70  1.38  -0.0401
C  0.67  2.85  1.35  -0.1764
C  0.59  4.25  1.35  -0.2915
C  1.74  5.02  1.08  -0.2812
N  2.68  5.66  0.87  0.0824
C  -0.63  4.91  1.62  -0.2747
N  -1.61  5.48  1.84  0.0889
S  -2.17  0.06  0.06  0.5076
C  -2.19  -1.62  -0.01  -0.9404
N  -2.08  -2.26  -1.20  -0.0070
C  -1.70  -3.66  -1.30  -0.2301
C  -2.34  -4.43  -0.16  -0.1806
C  -1.97  -3.77  1.15  -0.2334
N  -2.33  -2.36  1.10  -0.0178
H  -1.75  -1.64  -1.92  0.1012
H  -0.61  -3.76  -1.24  0.0460
H  -2.04  -4.04  -2.27  0.1053
H  -2.00  -5.47  -0.17  0.1065
H  -3.43  -4.43  -0.28  0.1096
H  -0.89  -3.87  1.33  0.0343
H  -2.50  -4.22  1.99  0.1118
H  -2.14  -1.84  1.95  -0.0015
S  1.16  -2.54  0.39  -0.0370
Te  -0.12  -1.18  3.68  0.6038
C  -1.30  0.26  4.66  -1.0594
C  -1.59  1.54  4.27  -0.2645
C  -2.43  2.25  5.18  -0.2240
C  -2.78  1.50  6.27  -0.4817
S  -2.08  -0.07  6.17  0.8325
H  -1.22  1.95  3.35  0.0700
H  -2.76  3.26  5.02  0.0908
H  -3.40  1.78  7.10  0.0372

Output
- charge = -2
- Kohn-Sham gap (eV) = 5.6